[1]
The following is a quantum chemistry calculation of a 2-piece molecular cluster, H4O2 overall in a non-equilibrium geometry, from OMol25.

XYZ file:
```
6
Properties=species:S:1:pos:R:3:forces:R:3
O -1.10433 -0.09799 -1.29103 -0.3 3.4 0.9
O 0.77265 0.31746 0.81895 0.2 0.3 -0.1
H 0.66933 -0.61020 1.03921 -0.1 0.0 0.2
H 0.79995 0.81541 1.64289 0.0 -0.2 0.0
H -0.69344 -0.91072 -1.39484 1.3 -2.3 -0.3
H -0.44415 0.48605 -0.81518 -1.1 -1.2 -0.7
```
Positions in Å, forces in eV/Å.

Values from the calculation:
* HOMO: -0.4031 Ha
* lowest unoccupied orbital energy: 0.666 eV
* relative energy (zero: lowest compared OMol25 entry of this formula, charge and spin): 18.1 kJ/mol
* Kohn-Sham gap: 11.64 eV

[2]
The following is a quantum chemistry calculation of a 2-piece molecular cluster, C6H14N2O overall in a non-equilibrium geometry, from OMol25.

XYZ file:
```
23
Properties=species:S:1:pos:R:3:forces:R:3
O -0.37151 0.12550 0.75352 2.1 -0.6 0.6
N -2.55374 1.14441 0.46400 -0.6 0.1 -0.4
N -2.69742 -0.22184 0.41290 -0.9 0.1 -0.4
C 1.47081 0.99638 -0.44289 -0.1 0.4 0.0
C 0.62753 -1.28793 -0.93491 0.5 -0.2 0.1
C -2.33601 -0.80983 -0.65142 -0.8 0.1 -0.1
C 0.87332 -0.24547 0.16234 -0.1 -0.1 0.3
C 1.80666 -0.79846 1.24142 0.4 -0.1 0.0
C 0.91730 2.20642 -0.41515 0.2 -0.3 0.0
H -2.44414 1.43548 1.42678 0.0 0.0 -0.2
H 2.43605 0.84598 -0.92675 -0.1 0.0 0.0
H 1.39980 3.06513 -0.86912 0.0 -0.1 0.0
H 2.79528 -1.05419 0.82230 -0.3 0.1 0.2
H 1.56153 -1.55302 -1.44181 -0.1 0.0 0.1
H -1.88712 -0.27363 -1.49302 -0.2 0.0 0.1
H -0.03670 2.37423 0.07197 0.2 0.0 0.0
H 0.20996 -2.20436 -0.50875 0.0 0.0 0.0
H -0.05920 -0.90371 -1.67442 0.0 0.0 -0.2
H -1.78522 1.49562 -0.12287 -0.6 -0.3 0.4
H -0.77587 -0.67828 1.13482 0.3 0.6 -0.2
H 1.93966 -0.05705 2.03848 0.0 -0.2 -0.2
H -2.48226 -1.88561 -0.72614 0.0 0.2 0.0
H 1.39126 -1.71579 1.67871 0.0 0.2 -0.1
```
Positions in Å, forces in eV/Å.

Values from the calculation:
* HOMO: -0.3208 Ha
* lowest unoccupied orbital energy: 0.842 eV
* relative energy (zero: lowest compared OMol25 entry of this formula, charge and spin): 353.7 kJ/mol
* Kohn-Sham gap: 9.57 eV

[3]
The following is a quantum chemistry calculation of CH2CrO3 as an isolated structure in a non-equilibrium geometry, from OMol25.

XYZ file:
```
7
Properties=species:S:1:pos:R:3:forces:R:3
Cr 2.92531 0.26386 -0.08792 -1.0 0.0 0.1
O 1.24476 1.26846 -0.02636 0.4 -0.6 0.0
O 1.35395 -0.90467 -0.01240 0.4 0.6 -0.1
O -2.60774 0.00764 0.13471 0.5 0.6 0.1
C 0.63111 0.14838 0.00265 -3.1 -0.1 0.2
H -2.93309 -0.87373 -0.06346 -0.5 -0.7 -0.1
H -0.61430 0.09006 0.05278 3.3 0.3 -0.1
```
Positions in Å, forces in eV/Å.

Values from the calculation:
* HOMO (alpha / beta): -0.5906 / -0.5587 Ha
* lowest unoccupied orbital energy (alpha / beta): -6.407 / -6.414 eV
* charge: +1
* multiplicity: 4
* Kohn-Sham gap (alpha / beta): 9.66 / 8.79 eV

[4]
The following is a quantum chemistry calculation of an isolated molecule of C4HNO in a non-equilibrium geometry, from OMol25.

XYZ file:
```
7
Properties=species:S:1:pos:R:3:forces:R:3
O 0.84596 0.60470 -1.42562 0.1 -0.2 0.6
N 2.29611 -0.19109 1.62180 -0.5 0.2 -0.7
C -1.94336 -0.31799 0.06695 1.0 0.4 -0.8
C -0.74795 -0.13355 0.05184 -0.4 -0.1 0.0
C 0.59137 0.19537 -0.31776 0.3 0.2 -0.3
C 1.58232 -0.00359 0.73391 1.0 -0.2 0.9
H -2.62445 -0.15386 -0.73112 -1.5 -0.3 0.3
```
Positions in Å, forces in eV/Å.

Values from the calculation:
* HOMO: -0.4299 Ha
* lowest unoccupied orbital energy: -1.461 eV
* relative energy (zero: lowest compared OMol25 entry of this formula, charge and spin): 96.4 kJ/mol
* Kohn-Sham gap: 10.24 eV

[5]
The following is a quantum chemistry calculation of a 2-piece molecular cluster, C2HFN2O5 overall in a non-equilibrium geometry, from OMol25.

XYZ file:
```
11
Properties=species:S:1:pos:R:3:forces:R:3
F -0.18845 -0.83940 -1.93578 0.2 1.8 3.5
O 0.95547 -1.85601 0.81832 -0.1 -0.7 0.3
O -0.59298 2.33253 -0.06586 -0.3 -0.4 0.2
O -2.22432 -0.86554 0.18267 -0.5 -0.2 -0.2
O -1.02332 -0.11981 1.84057 -0.1 0.2 0.6
O 2.16409 -0.41506 -0.23430 0.7 0.5 -0.3
N -1.26608 -0.40326 0.68236 0.6 0.1 0.0
N 1.15061 -0.84159 0.22365 -0.9 0.1 0.3
C 0.11321 1.43874 -0.41667 0.8 0.9 -0.9
C -0.05919 0.02314 0.01006 -0.3 -2.3 -3.7
H 0.97096 1.54627 -1.10501 -0.2 0.0 0.2
```
Positions in Å, forces in eV/Å.

Values from the calculation:
* HOMO (alpha / beta): -0.4548 / -0.4549 Ha
* lowest unoccupied orbital energy (alpha / beta): -3.931 / -3.929 eV
* relative energy (zero: lowest compared OMol25 entry of this formula, charge and spin): 263.3 kJ/mol
* Kohn-Sham gap (alpha / beta): 8.44 / 8.45 eV

[6]
The following is a quantum chemistry calculation of a 3-piece molecular cluster, BrH2N2O3S overall in a non-equilibrium geometry, from OMol25.

XYZ file:
```
9
Properties=species:S:1:pos:R:3:forces:R:3
Br 1.41569 1.01358 -1.41124 0.6 0.4 -0.6
S -0.60507 0.07029 0.80323 -0.3 2.1 0.5
O 0.90035 0.06850 1.31111 0.6 0.4 -0.1
O -1.34351 -0.90877 1.55876 0.2 -0.3 0.4
O -1.15336 1.55660 1.66557 -0.7 -3.0 0.3
N 0.27896 -2.20906 -3.42738 -2.1 -1.3 4.1
N -0.20652 -2.51550 -2.46263 2.1 1.3 -4.1
H 1.50774 0.55930 0.59080 -1.5 -0.9 0.5
H -0.79427 2.36506 1.37177 1.1 1.3 -1.1
```
Positions in Å, forces in eV/Å.

Values from the calculation:
* HOMO: -0.1725 Ha
* lowest unoccupied orbital energy: 3.895 eV
* charge: -1
* relative energy (zero: lowest compared OMol25 entry of this formula, charge and spin): 0.0 kJ/mol
* Kohn-Sham gap: 8.59 eV

[7]
The following is a quantum chemistry calculation of C31H62P2Si2Ti as an isolated structure in a non-equilibrium geometry, from OMol25.

XYZ file:
```
98
Properties=species:S:1:pos:R:3:forces:R:3
Ti -1.34897 0.29040 0.69629 -0.9 -0.4 -0.3
P 1.21385 0.05544 0.89347 1.0 -0.5 -0.6
P -0.48794 1.57730 -1.28828 0.9 -0.4 -0.8
Si -3.85704 -1.47491 -1.55326 -1.1 -0.7 -0.9
Si -1.95533 -3.13208 0.21003 -0.2 -1.8 -0.2
C 7.00763 1.28433 0.61224 0.0 0.3 -0.1
C -2.34655 -1.33146 -0.33550 0.6 1.6 1.0
C 5.70131 2.36752 -1.32806 -0.4 0.2 0.1
C -3.15573 1.28843 1.49283 0.7 -0.2 1.1
C -0.61921 0.56130 4.18443 0.4 -0.2 0.2
C -5.51519 -1.87865 -0.72922 0.1 0.0 0.4
C -3.51179 -2.77817 -2.89129 0.2 -0.2 0.1
C 6.41039 -0.53795 -1.91506 0.1 -0.2 -0.6
C 1.50035 -1.70134 1.27037 0.0 -0.1 0.2
C -4.46698 -0.04893 -2.64780 0.4 0.5 0.0
C -2.64555 3.70930 0.70175 0.1 0.3 -0.3
C 5.33032 0.25440 -2.69000 0.1 -0.2 0.0
C 7.04625 2.06893 -0.72143 0.5 0.2 0.2
C -2.59398 0.40007 2.50077 0.0 1.3 -0.7
C 0.24022 3.23220 -1.41681 0.0 0.3 0.3
C -0.31939 3.38897 2.76634 0.5 0.1 -0.1
C 4.96345 1.60234 -2.13479 0.1 0.2 -0.1
C -0.83640 -3.94227 -1.08435 0.0 0.1 -0.1
C -3.18203 -0.87915 2.95597 -0.6 -0.7 0.3
C -2.31580 2.45799 1.43065 -0.2 -0.9 0.4
C 6.07909 -0.81693 -0.47503 -0.3 -0.2 0.3
C 0.88720 0.44374 -1.89521 -0.4 0.2 0.2
C -1.14421 -3.65160 1.83909 0.3 0.5 0.3
C -1.40165 1.03192 3.01322 -1.0 0.3 -0.5
C 6.30313 -0.04363 0.59085 0.1 -0.2 0.0
C -3.54323 -4.16394 0.41549 -0.1 0.2 -0.2
C -1.28186 2.31380 2.39408 0.1 -0.7 -0.4
C 2.37778 0.89860 2.00115 -0.1 0.3 0.3
C -4.45373 1.11900 0.79748 -0.7 -0.2 -0.2
C -1.69141 1.52642 -2.62178 -0.2 0.1 -0.2
C 1.97291 0.25118 -0.81264 -0.3 0.1 0.1
H -2.62584 -2.52730 -3.48965 -0.1 0.0 0.1
H 0.77099 3.32091 -2.37544 -0.1 -0.1 0.3
H 0.01762 3.94542 1.87985 -0.1 -0.1 0.3
H 2.57483 -1.92886 1.28601 -0.2 0.1 0.0
H -1.49967 -0.91780 -0.94867 0.3 -0.4 -0.5
H 1.29230 0.92214 -2.80653 -0.1 -0.4 0.3
H 2.55848 -0.66426 -1.01529 -0.1 0.5 0.1
H -5.49964 -2.64765 0.04312 -0.1 0.2 -0.1
H -4.16668 -4.28388 -0.47762 0.1 0.1 0.3
H -3.54059 -1.47825 2.10597 0.1 0.1 0.4
H 0.42661 -0.52718 -2.17510 0.2 0.5 0.1
H 6.04207 -0.43445 1.58365 0.0 0.0 -0.4
H -0.79126 4.11382 3.44938 0.1 -0.3 -0.2
H -3.40717 4.28081 1.25137 0.1 -0.2 -0.1
H -5.29802 1.33411 1.47267 0.3 0.1 -0.1
H -3.25346 -5.17535 0.73915 0.1 0.3 -0.1
H 1.07542 -1.90789 2.26329 0.2 -0.1 -0.3
H 2.16963 0.59171 3.03351 0.1 0.1 -0.2
H -2.11717 0.52241 -2.71177 0.2 0.3 0.1
H -1.35892 -4.72621 1.96909 0.0 0.4 -0.2
H 5.68347 0.38050 -3.72764 -0.2 0.0 0.2
H 5.62844 -1.80434 -0.30569 0.1 0.4 0.1
H 0.33083 1.09726 4.27406 -0.2 -0.1 0.0
H -4.16216 -3.74718 1.22197 0.1 -0.1 -0.2
H -3.05113 3.50326 -0.29222 0.0 0.1 0.1
H 5.31661 3.36514 -1.07618 0.0 -0.4 -0.1
H 7.51735 3.03759 -0.49946 0.0 -0.3 -0.1
H -0.56694 3.97512 -1.39352 0.2 -0.1 0.0
H 1.00739 -2.34037 0.52406 0.2 0.2 0.3
H 8.04889 1.13548 0.94500 -0.3 0.0 0.0
H 2.67183 1.11049 -0.79649 -0.3 -0.5 0.1
H 0.17531 -3.51734 -1.07075 -0.1 0.0 0.0
H -5.97505 -0.98094 -0.29979 0.0 -0.2 -0.1
H -1.18384 0.73288 5.11282 0.1 -0.1 -0.3
H 0.93719 3.43753 -0.59371 -0.1 0.0 -0.2
H -0.05697 -3.55229 1.83799 -0.3 -0.1 0.1
H -1.77162 4.35818 0.59274 -0.2 -0.1 0.0
H -1.55419 -3.13307 2.71152 0.2 -0.2 0.0
H 3.41583 0.62449 1.75966 -0.3 0.0 -0.1
H 7.37812 -0.04175 -2.03995 -0.3 -0.4 0.1
H -5.42935 -0.36068 -3.08054 0.2 -0.1 0.3
H -4.65361 0.87712 -2.09584 0.0 0.0 -0.1
H -1.20851 -3.87197 -2.11141 0.1 0.1 0.2
H -4.54368 1.79244 -0.06511 0.0 -0.2 0.2
H 2.27059 1.98806 1.92895 0.1 -0.2 0.0
H 0.56814 2.98734 3.26781 -0.2 0.1 -0.1
H 7.72108 1.56126 -1.41787 -0.2 0.4 0.2
H -3.82502 0.18426 -3.50316 -0.2 -0.1 0.1
H 4.42332 -0.36522 -2.76095 0.1 0.1 0.0
H 6.50350 -1.51154 -2.41765 0.1 0.3 0.1
H -4.35261 -2.80272 -3.59907 0.1 0.2 0.3
H -2.46775 -1.47410 3.53987 -0.2 0.2 -0.2
H 4.02194 2.01535 -2.52387 0.3 0.0 0.1
H -4.05930 -0.70229 3.59848 0.3 0.1 -0.1
H -2.50243 2.23404 -2.40189 0.1 -0.2 -0.2
H -0.41151 -0.51121 4.12183 0.0 0.1 0.1
H -1.21878 1.79425 -3.57360 -0.1 0.0 0.2
H -0.72890 -5.01362 -0.86246 -0.1 0.2 0.1
H -6.19449 -2.22070 -1.52446 0.3 0.1 0.1
H -3.38975 -3.80740 -2.53930 0.0 0.2 0.0
H -4.58631 0.08628 0.45568 0.0 0.5 0.2
H 6.54458 1.92557 1.37713 0.1 -0.2 -0.1
```
Positions in Å, forces in eV/Å.

Values from the calculation:
* HOMO: -0.4866 Ha
* lowest unoccupied orbital energy: -7.261 eV
* charge: +2
* relative energy (zero: lowest compared OMol25 entry of this formula, charge and spin): 40.0 kJ/mol
* Kohn-Sham gap: 5.98 eV

What are the calculated total energy values for these records? In order: -152.86806; -421.66556; -1309.02423; -282.88050; -662.02858; -3308.75714; -3329.06028 a.u..